Entry 1:
Density functional theory data (ωB97M-V/def2-TZVPD) for a 12-piece molecular cluster, H24O12 overall.

Last column: natural (NBO) charge in e.
Element x y z (Å)
O 20.0442 -16.6220 -20.2514  -0.945
O 19.1201 -12.1005 -17.8521  -0.949
O 15.8172 -13.4549 -18.4260  -0.933
O 16.9143 -16.2825 -19.9873  -0.953
O 18.6492 -13.8097 -19.8928  -1.007
O 21.6885 -14.2034 -20.5536  -0.935
O 19.4856 -11.5932 -21.5222  -0.944
O 17.4891 -15.1956 -17.4532  -1.018
O 20.4270 -14.7931 -17.8032  -0.929
O 16.7366 -12.5804 -21.3732  -0.952
O 20.1700 -14.3269 -22.8873  -0.990
O 17.9327 -15.6076 -22.2892  -0.998
H 19.3336 -12.5016 -21.1899  0.490
H 19.4559 -14.9141 -22.7271  0.478
H 16.0760 -15.9735 -20.3145  0.475
H 15.9957 -13.5180 -19.3829  0.497
H 20.4202 -13.8567 -17.9690  0.450
H 18.5347 -11.4010 -18.2134  0.498
H 19.5517 -17.2280 -20.8247  0.483
H 19.6402 -16.8021 -19.4339  0.469
H 19.6228 -14.7792 -17.3082  0.478
H 15.2194 -14.1790 -18.2318  0.471
H 19.9099 -11.9639 -18.3741  0.466
H 16.1013 -13.3129 -21.4926  0.437
H 17.2790 -15.8307 -22.8993  0.475
H 17.5313 -15.3952 -16.4710  0.494
H 20.7015 -14.2948 -22.0809  0.478
H 21.7780 -15.0098 -20.0748  0.494
H 19.1853 -14.5071 -20.2014  0.515
H 16.8282 -14.4919 -17.5942  0.498
H 17.6769 -15.7771 -21.3524  0.496
H 17.1862 -15.8267 -19.1972  0.511
H 17.4851 -13.0479 -20.8729  0.491
H 21.6074 -13.5148 -19.8551  0.460
H 18.7311 -13.6911 -18.9426  0.506
H 19.6656 -10.9889 -20.8105  0.443

Multiplicity: 1
HOMO energy, eV: -9.46
Kohn-Sham gap, eV: 9.01
SMILES string: O.O.O.O.O.O.O.O.O.O.O.O

Entry 2:
Density functional theory data (ωB97M-V/def2-TZVPD) for a 12-piece molecular cluster, H24O12 overall.

Last column: natural (NBO) charge in e.
Element x y z (Å)
O -3.6098 2.8895 0.9905  -0.931
O 1.5056 -2.2019 0.2766  -0.930
O 0.4784 0.5636 2.4418  -0.923
O -1.6354 0.5524 3.0907  -0.911
O -1.5586 -3.4373 1.6619  -0.929
O 2.9759 3.0696 -0.2499  -0.919
O 4.4625 0.6404 -0.2322  -0.932
O -2.5013 -0.4751 -3.2526  -0.924
O -0.1665 -1.2974 -0.6933  -0.945
O 4.1164 -1.6260 -0.8761  -0.961
O -4.4336 -0.4458 -1.6023  -0.925
O -0.1201 1.4870 -1.3605  -0.935
H 1.2518 0.1935 2.8821  0.463
H 4.8627 -1.3149 -0.3514  0.492
H -2.4328 0.0314 -4.0697  0.456
H 0.0312 1.9423 -2.1964  0.482
H -1.7255 -2.4926 1.5693  0.470
H -0.2781 -0.3538 -0.8552  0.462
H -3.8044 3.8301 0.9115  0.465
H -1.5854 -0.6276 -2.9938  0.467
H 0.7623 1.3838 -0.9866  0.465
H 4.7618 1.3262 0.3753  0.484
H 0.7016 -1.4974 -1.0612  0.461
H -1.7841 0.7779 2.1655  0.460
H -1.9337 -3.6585 2.5218  0.460
H -4.1937 -1.2901 -1.2040  0.467
H -5.3182 -0.2693 -1.2626  0.457
H 3.0247 2.4233 -0.9633  0.440
H -2.6509 2.8405 0.9070  0.466
H 4.0495 1.1294 -0.9528  0.451
H 2.0715 -1.5910 -0.2086  0.463
H 4.2386 -2.5813 -0.9143  0.472
H 1.5887 -1.9199 1.1945  0.472
H 0.6789 0.4764 1.5030  0.457
H -1.6452 -0.4113 3.1017  0.455
H 3.2214 3.9016 -0.6700  0.479

Multiplicity: 1
HOMO energy, eV: -9.47
Kohn-Sham gap, eV: 8.95
SMILES string: O.O.O.O.O.O.O.O.O.O.O.O

Entry 3:
Density functional theory data (ωB97M-V/def2-TZVPD) for a 12-piece molecular cluster, H24O12 overall.

Last column: natural (NBO) charge in e.
Element x y z (Å)
O -0.8359 0.2154 0.6472  -0.997
O -3.0599 -1.3266 0.9402  -0.969
O 1.4651 -0.6306 -1.5718  -0.973
O -0.8059 -0.2706 3.3762  -0.916
O -0.9899 2.9774 0.2982  -0.984
O 3.1111 1.4224 -1.0908  -0.947
O 2.0151 0.8324 1.3492  -0.960
O 0.1211 -2.4916 2.6292  -1.013
O 1.3691 -2.4606 0.2242  -0.986
O -1.3529 -1.5516 -1.7098  -0.996
O -1.5719 0.6574 -3.3958  -0.952
O 0.2911 1.8164 -1.8018  -0.982
H -1.0559 2.0224 0.4302  0.482
H -1.6339 -0.1716 -2.9298  0.503
H 0.9631 -1.0436 -2.2518  0.489
H 2.3071 -2.5346 0.3902  0.469
H 2.3551 1.5084 1.8962  0.489
H 3.4981 2.1934 -0.7298  0.457
H -0.4549 2.9754 -0.4878  0.472
H -1.1689 -2.4896 -1.5038  0.511
H -1.5919 0.1784 3.1442  0.474
H 2.5041 1.1544 -0.4218  0.475
H 0.6291 2.5534 -2.3198  0.491
H -2.0879 -1.3646 -1.0598  0.504
H 2.5171 0.0344 1.5192  0.495
H -0.2809 0.5044 3.6402  0.478
H -0.7929 -0.3136 -0.1548  0.485
H 0.6401 -2.5176 1.8172  0.477
H -3.6059 -1.2476 1.7092  0.480
H -0.3259 1.3544 -2.3648  0.488
H 1.2531 0.3024 -1.4768  0.512
H -2.5929 -0.4956 0.8232  0.484
H 1.2941 -1.6916 -0.3648  0.492
H -1.9489 1.3774 -2.8628  0.476
H -0.2709 -1.6066 2.6982  0.475
H 0.0951 0.1294 0.9642  0.517

Multiplicity: 1
HOMO energy, eV: -9.60
Kohn-Sham gap, eV: 9.49
SMILES string: O.O.O.O.O.O.O.O.O.O.O.O

Entry 4:
Density functional theory data (ωB97M-V/def2-TZVPD) for a 12-piece molecular cluster, H24O12 overall.

Last column: natural (NBO) charge in e.
Element x y z (Å)
O -1.2089 2.3575 2.0930  -0.954
O 2.1497 2.4616 0.3716  -0.987
O -1.8292 -1.0440 -2.3349  -0.923
O -0.5842 2.0144 -0.4819  -0.967
O -0.6491 1.2417 -3.2079  -0.963
O 0.9230 0.3918 2.4447  -1.039
O -2.7632 -0.6925 1.0740  -0.953
O -0.0358 -0.6780 0.1442  -1.002
O -0.7927 -1.0452 3.8791  -0.968
O 1.9465 -3.4891 0.6886  -0.939
O 2.6949 0.4812 -1.7198  -0.955
O 1.4797 -2.4156 -2.3968  -0.964
H 2.4711 -3.4904 1.4510  0.470
H -1.5576 -1.0833 3.2158  0.458
H 2.2350 -0.2257 -2.0271  0.490
H -1.0354 2.4543 1.1716  0.481
H -1.0894 2.5127 -0.9714  0.474
H -3.2044 -0.3003 1.8947  0.488
H -0.8890 -0.9719 0.3507  0.493
H 1.9402 -2.6229 0.3609  0.469
H -3.1193 0.0448 0.5357  0.470
H -1.5978 -1.7421 -1.8673  0.472
H 0.6375 -0.0371 1.5501  0.506
H 2.5084 2.0694 -0.3922  0.486
H 1.3671 -2.7816 -3.2409  0.477
H -0.0459 -0.6607 3.5141  0.491
H -1.0249 0.3498 -2.8974  0.488
H 0.3559 2.4229 -0.5522  0.528
H 0.5195 1.3384 2.5461  0.508
H 3.1183 0.2187 -0.7676  0.469
H 1.8798 1.6434 1.0338  0.496
H 0.7307 -2.7588 -1.7363  0.488
H -0.1277 0.2624 -0.3187  0.524
H -1.4753 1.4207 -3.6418  0.446
H -1.1376 3.2404 2.2971  0.459
H -2.7901 -0.8869 -2.0625  0.481

Multiplicity: 1
HOMO energy, eV: -10.35
Kohn-Sham gap, eV: 9.91
SMILES string: O.O.O.O.O.O.O.O.O.O.O.O

Entry 5:
Density functional theory data (ωB97M-V/def2-TZVPD) for a 12-piece molecular cluster, H24O12 overall.

Last column: natural (NBO) charge in e.
Element x y z (Å)
O -1.6589 -20.0209 -10.7761  -0.940
O -9.8879 -24.4359 -10.4515  -0.940
O -2.0504 -25.1264 -16.6723  -0.938
O -1.4132 -29.6880 -12.8599  -0.939
O -2.0382 -23.5704 -7.9751  -0.944
O -3.7147 -21.3230 -16.4479  -0.941
O -7.1810 -23.9176 -17.9792  -0.934
O -6.6850 -21.9436 -7.9758  -0.941
O -5.0066 -24.9489 -12.3648  -0.944
O -6.9576 -20.1282 -12.9911  -0.937
O -4.8146 -30.2144 -15.8054  -0.935
O -3.5485 -27.7699 -9.3656  -0.945
H -5.2181 -24.3347 -11.6618  0.470
H -3.9458 -30.2632 -16.2041  0.465
H -1.5601 -22.7906 -8.2571  0.474
H -3.2078 -27.0331 -8.8583  0.472
H -0.6179 -29.4913 -13.3547  0.468
H -7.0611 -24.2052 -17.0742  0.467
H -1.6414 -30.5812 -13.1176  0.471
H -10.0900 -25.0805 -11.1296  0.472
H -2.9604 -23.3209 -8.0338  0.470
H -7.3800 -22.5318 -8.2710  0.472
H -2.8108 -28.0494 -9.9077  0.472
H -7.1477 -21.2018 -7.5862  0.469
H -3.2956 -22.1718 -16.5898  0.472
H -10.7429 -24.1400 -10.1390  0.468
H -4.7620 -25.7563 -11.9126  0.474
H -7.6135 -19.5039 -13.3014  0.469
H -4.7434 -29.5111 -15.1601  0.470
H -7.1444 -24.7238 -18.4940  0.467
H -2.1986 -25.2510 -15.7349  0.471
H -1.6026 -19.5757 -11.6216  0.472
H -7.4419 -20.7178 -12.4131  0.468
H -4.3833 -21.4934 -15.7844  0.469
H -2.5631 -19.8848 -10.4930  0.468
H -1.3034 -25.6899 -16.8742  0.468

Multiplicity: 1
HOMO energy, eV: -10.99
Kohn-Sham gap, eV: 10.96
SMILES string: O.O.O.O.O.O.O.O.O.O.O.O

Entry 6:
Density functional theory data (ωB97M-V/def2-TZVPD) for H24O12 as an isolated structure.

Last column: natural (NBO) charge in e.
Element x y z (Å)
O 1.1640 0.2510 3.2134  -0.946
O -0.0048 0.2125 -0.0207  -0.946
O -1.3761 4.3330 -1.1072  -0.933
O 1.1392 1.1589 -2.7906  -0.968
O -0.9009 -2.5327 0.7033  -0.941
O -2.9613 2.0445 2.0229  -0.930
O 1.9782 -2.4562 2.8384  -0.957
O 0.2497 -4.0737 -2.1252  -0.932
O -1.8277 -0.2069 -2.8544  -0.942
O -2.0920 0.8037 2.9190  -0.901
O 2.2211 -1.9540 -0.4261  -0.932
O 2.3838 2.7444 -2.4366  -0.951
H -0.3960 -3.5660 -1.6209  0.472
H -0.6048 -0.2916 0.5403  0.456
H -0.8367 4.3466 -0.3085  0.468
H -1.3465 1.1387 2.4081  0.474
H 1.5244 2.6765 -2.0055  0.497
H -0.5332 0.4244 -0.7984  0.486
H -2.5522 0.2189 2.3064  0.469
H -2.5415 -0.8528 -2.8063  0.472
H 2.9685 2.2201 -1.8779  0.466
H -0.0618 -4.9833 -2.0565  0.460
H 2.8335 -2.7550 3.1674  0.485
H 0.8393 0.2984 -3.1046  0.459
H -2.2802 4.2735 -0.7785  0.465
H -2.4037 2.5615 2.6151  0.477
H 1.6845 1.4944 -3.5111  0.495
H 1.0168 -0.6489 2.9012  0.478
H -0.5459 -2.1102 1.4935  0.467
H -1.4773 -0.3106 -3.7463  0.471
H 2.6391 -2.1567 0.4184  0.464
H 2.0370 0.4774 2.8732  0.464
H -0.4070 -3.3577 0.6365  0.474
H -3.4512 2.7076 1.5236  0.412
H 1.3905 -3.2025 3.0012  0.477
H 2.7194 -1.1992 -0.7592  0.468

Multiplicity: 1
HOMO energy, eV: -8.58
Kohn-Sham gap, eV: 8.50